This record from the Open Molecules 2025 dataset describes C15H35BF4O25Tl as an isolated structure in a non-equilibrium geometry. The level of theory is ωB97M-V/def2-TZVPD.

XYZ file:
```
81
Properties=species:S:1:pos:R:3:lowdin_charge:R:1
Tl 38.02509 9.42861 29.59581 1.230
F 34.94862 12.42583 28.20750 0.142
F 35.72181 11.18463 29.98525 0.103
F 34.70193 13.10453 30.34541 0.151
F 33.62405 11.32122 29.67105 0.168
O 37.91173 5.24565 31.57903 -0.063
O 39.31125 11.57989 31.34062 -0.102
O 35.13929 8.91912 25.63286 0.075
O 34.18838 7.38059 29.51788 0.162
O 37.25656 14.08137 26.88451 -0.071
O 36.34610 10.43583 34.39717 0.004
O 36.18033 7.34103 30.57013 0.001
O 38.60581 12.13563 28.68789 -0.112
O 40.29617 8.41759 31.55383 -0.094
O 40.94010 11.50343 33.71790 -0.073
O 37.35558 14.79426 23.99053 -0.109
O 35.69015 9.19927 27.66391 0.047
O 37.36640 6.77855 26.75871 0.088
O 39.00960 9.26264 26.73758 -0.002
O 40.94559 9.80862 29.26323 -0.120
O 33.82049 10.26439 26.85834 0.107
O 37.18159 9.40882 32.53440 -0.065
O 38.71401 6.63602 28.42453 -0.027
O 34.63787 6.14244 31.33665 0.079
O 36.09014 8.23963 34.05554 -0.083
O 38.16235 9.37801 24.84904 0.118
O 38.96251 10.26992 35.56597 -0.066
O 39.54661 10.88235 25.43471 0.130
O 38.75686 5.02869 26.88638 0.098
O 40.02242 2.33077 30.93512 -0.095
C 34.95972 7.00440 30.50246 -0.769
C 41.31591 10.73002 34.81910 -0.230
C 39.56395 12.86051 30.81372 -0.250
C 38.27446 6.16951 27.36620 -0.821
C 41.42606 8.46306 29.43247 -0.219
C 39.76630 3.52087 31.67629 -0.240
C 38.95650 4.52931 30.81145 -0.188
C 38.55311 13.11471 29.71733 -0.229
C 36.47563 9.34769 33.53734 -0.808
C 38.92051 9.80500 25.63489 -1.003
C 36.97283 13.14072 25.89463 -0.210
C 34.89648 9.44980 26.76628 -0.757
C 37.70770 13.49256 24.55411 -0.194
C 40.12424 9.74889 34.91846 -0.231
C 41.51657 8.27162 30.92281 -0.284
B 34.75732 12.03341 29.52100 -1.485
H 33.92988 10.73507 27.68786 0.060
H 42.47792 8.32946 29.17981 0.107
H 38.42002 12.67219 27.91382 0.047
H 41.69517 10.38059 29.44372 0.083
H 39.76557 9.42281 33.94217 0.114
H 42.24503 10.16059 34.79497 0.111
H 40.58806 12.86039 30.44050 0.109
H 40.68149 3.91793 32.11546 0.100
H 40.12123 10.91653 26.20299 0.112
H 39.59746 11.67988 32.25148 0.042
H 37.41725 5.77777 30.95138 0.035
H 40.86191 7.66829 28.94443 0.110
H 34.60606 8.12030 29.07070 0.084
H 40.67546 1.83876 31.43818 0.061
H 42.21464 8.96241 31.39566 0.114
H 38.76119 13.58469 24.81825 0.096
H 38.20675 9.79019 35.21916 0.055
H 35.90866 13.26317 25.69303 0.121
H 39.48282 13.62300 31.58840 0.115
H 37.57409 13.02935 30.18886 0.122
H 41.66049 7.21125 31.13018 0.117
H 39.19854 3.19786 32.54888 0.105
H 36.88635 14.93606 26.65206 0.093
H 38.54124 4.11798 29.89141 0.114
H 39.53667 4.85878 27.41988 0.093
H 41.30605 11.27994 35.76016 0.111
H 40.51418 8.94718 35.54558 0.102
H 40.19771 7.82287 32.30098 0.094
H 37.74781 12.74035 23.76628 0.114
H 38.01334 15.01662 23.32757 0.059
H 37.12646 12.14167 26.30257 0.129
H 40.35030 12.18438 34.04964 0.095
H 39.67872 5.29021 30.51560 0.085
H 38.63032 14.13895 29.35252 0.116
H 36.99472 11.04787 34.04181 0.070
```

Computed properties:
- orbital gap (eV) = 3.11
- molecular weight (g/mol) = 906.61
- max |F| (eV/Å) = 6.5
- charge = -3
- highest occupied orbital energy (eV) = -0.05
- LUMO (eV) = 3.062